No. 1
C2H6N2O | ωB97M-V with the def2-TZVPD basis set

electronic energy	-7196.528	eV
F_max	5.252	eV/Å
energy above the lowest of the compared OMol25 structures with the same formula, charge and spin	314.5	kJ/mol
LUMO energy	0.0402	hartree

Atoms and positions in Å:
C 0.858 -0.611 -1.547
C 0.341 -0.287 0.628
H 0.405 0.466 -1.719
H 0.074 -1.353 -1.710
H 1.722 -0.656 -2.385
H 0.685 -0.420 1.622
H -0.865 1.408 2.145
H -2.280 1.130 1.172
N -0.785 0.280 0.401
N -1.430 0.649 1.646
O 1.275 -0.606 -0.252

Atom charges from the Mulliken analysis, given in e for atoms 1 to 6: atom 1 (C): -0.5810, atom 2 (C): 0.0456, atom 3 (H): 0.2480, atom 4 (H): 0.2811, atom 5 (H): 0.2109, atom 6 (H): 0.4351

=====

No. 2
C35H47Ge2N4RuSSi | ωB97M-V with the def2-TZVPD basis set

electronic energy	-177329.854	eV
multiplicity	2
total charge	+2
F_max	2.855	eV/Å
energy above the lowest of the compared OMol25 structures with the same formula, charge and spin	0.0	kJ/mol
LUMO energy (spin up / spin down)	-0.2787 / -0.2960	hartree
<S²>	0.765

Atoms and positions in Å:
Ru 0.483 0.343 0.016
C -2.493 -4.115 1.566
Si -2.175 -3.396 3.233
C -1.332 -4.588 4.342
C -3.747 -2.785 3.973
C -1.070 -1.826 3.146
C -0.788 -1.198 4.373
C -0.070 -0.012 4.459
C 0.337 0.586 3.287
N 0.067 0.023 2.101
C -0.568 -1.153 2.043
S -0.616 -1.606 0.301
H -3.192 -4.951 1.702
H -1.590 -4.516 1.093
H -2.965 -3.399 0.884
H -1.934 -5.502 4.436
H -1.208 -4.173 5.350
H -0.347 -4.865 3.958
H -4.450 -3.619 4.101
H -4.227 -2.039 3.328
H -3.586 -2.336 4.959
H -1.139 -1.659 5.297
H 0.160 0.446 5.411
H 0.868 1.528 3.278
C -0.944 -1.170 -4.530
C -0.534 -1.227 -3.047
Ge 0.289 0.445 -2.438
C 2.121 0.675 -3.104
C 2.138 1.061 -4.598
C -0.773 1.926 -3.086
C -1.394 2.758 -2.198
Ge -1.023 2.264 -0.340
C 0.094 3.525 0.643
C -0.511 4.932 0.834
C -2.558 1.528 0.648
C -3.767 2.474 0.728
C -2.203 3.909 -2.597
C -2.366 4.249 -3.961
C -3.133 5.332 -4.330
C -3.756 6.114 -3.352
C -3.610 5.804 -2.000
C -2.846 4.715 -1.634
H -1.400 -2.116 -4.832
H -0.094 -1.002 -5.194
H -1.680 -0.384 -4.719
H 0.192 -2.021 -2.855
H -1.397 -1.408 -2.406
H 2.646 -0.264 -2.923
H 2.597 1.443 -2.493
H 1.668 0.304 -5.228
H 3.166 1.176 -4.950
H 1.630 2.013 -4.780
H -0.857 2.104 -4.162
H 1.049 3.600 0.115
H 0.287 3.059 1.609
H -0.643 5.454 -0.113
H 0.165 5.531 1.445
H -1.474 4.905 1.349
H -2.172 1.282 1.634
H -2.823 0.593 0.158
H -3.536 3.422 1.223
H -4.546 1.987 1.319
H -4.196 2.694 -0.251
H -1.889 3.660 -4.734
H -3.250 5.578 -5.379
H -4.357 6.969 -3.648
H -4.098 6.410 -1.245
H -2.749 4.477 -0.586
C 4.531 1.222 0.771
C 3.170 1.229 0.629
N 2.519 0.159 0.117
C 3.189 -0.939 -0.234
C 4.561 -1.036 -0.078
C 5.231 0.073 0.406
C 5.299 -2.268 -0.460
C 5.017 -3.539 -0.197
C 3.921 -4.141 0.612
C 3.773 -5.515 0.609
C 2.744 -6.054 1.362
N 1.918 -5.296 2.086
C 2.164 -3.985 2.032
N 3.112 -3.356 1.334
H 5.039 2.089 1.172
H 2.572 2.084 0.916
H 2.614 -1.756 -0.643
H 6.310 0.038 0.519
H 6.202 -2.081 -1.035
H 5.710 -4.270 -0.604
H 4.438 -6.150 0.035
H 2.576 -7.126 1.388
H 1.513 -3.353 2.634

Atom charges from the Mulliken analysis, given in e for atoms 1 to 6: atom 1 (Ru): 0.6340, atom 2 (C): -1.0260, atom 3 (Si): 0.0756, atom 4 (C): -0.9054, atom 5 (C): -1.0692, atom 6 (C): 0.1150

=====

No. 3
C3H5NO4 | ωB97M-V with the def2-TZVPD basis set

electronic energy	-12869.794	eV
F_max	6.401	eV/Å
energy above the lowest of the compared OMol25 structures with the same formula, charge and spin	297.3	kJ/mol
LUMO energy	-0.0017	hartree

Atoms and positions in Å:
C 0.081 1.951 1.118
O -0.001 1.260 -0.104
C 1.020 0.567 -0.706
N 2.085 0.351 -1.120
H -0.502 1.339 1.818
H -0.413 2.925 1.058
H 1.076 2.121 1.542
C -0.515 -1.597 -0.518
O -1.265 -1.686 -1.627
O 0.328 -2.648 -0.497
O -1.015 -1.141 0.529
H 0.783 -2.613 0.364
H -1.662 -0.830 -1.857

Atom charges from the Mulliken analysis, given in e for atoms 1 to 6: atom 1 (C): -0.6204, atom 2 (O): -0.2765, atom 3 (C): 0.4986, atom 4 (N): -0.4052, atom 5 (H): 0.2625, atom 6 (H): 0.2436

=====

No. 4
C19H42OsP2Si | ωB97M-V with the def2-TZVPD basis set

electronic energy	-49280.654	eV
multiplicity	5
total charge	+2
F_max	4.299	eV/Å
energy above the lowest of the compared OMol25 structures with the same formula, charge and spin	0.0	kJ/mol
LUMO energy (spin up / spin down)	-0.2715 / -0.3311	hartree
<S²>	6.029

Atoms and positions in Å:
P -0.889 2.416 0.652
P -0.357 0.141 -2.465
C -0.914 2.528 -1.217
C -1.667 1.377 -1.915
H 0.183 2.466 -1.404
H -1.323 3.492 -1.564
H -2.376 0.816 -1.261
H -2.295 1.724 -2.756
C 0.703 1.107 -3.596
H 1.562 0.459 -3.819
H 1.077 1.972 -3.048
H 0.160 1.414 -4.508
C -1.579 -0.414 -3.834
H -1.829 0.423 -4.513
H -2.536 -0.794 -3.440
H -1.161 -1.224 -4.469
C 0.220 3.610 1.400
H 0.431 3.196 2.399
H -0.194 4.614 1.526
H 1.141 3.601 0.811
C -2.470 3.533 0.681
H -3.340 3.098 0.136
H -2.289 4.519 0.181
H -2.851 3.751 1.709
Os 2.214 0.566 0.537
C -2.571 -2.545 -0.731
C -1.453 -1.753 -0.828
C -0.938 -0.739 0.204
C -1.655 -0.502 1.526
C -2.891 0.342 1.292
C -3.819 -0.003 0.386
C -4.516 -1.335 0.323
C -3.557 -2.519 0.388
C 3.132 1.478 2.101
H -2.510 -3.385 -1.399
H -0.682 -2.036 -1.579
H -0.893 0.226 -0.298
H 0.172 -0.796 0.311
H -1.821 -1.527 1.925
H -1.020 0.065 2.261
H -3.096 1.165 2.013
H -4.360 0.749 -0.132
H -5.177 -1.435 -0.531
H -5.202 -1.361 1.192
H -3.151 -2.637 1.399
H -4.119 -3.451 0.233
H 3.265 0.834 2.989
H 2.413 2.304 2.281
H 4.121 1.918 1.869
C 4.545 -0.218 0.570
Si 3.804 -1.907 0.952
C 4.282 -3.254 -0.235
C 3.884 -2.519 2.756
C 1.957 -1.430 0.938
H 5.118 0.007 1.443
H 4.067 0.769 0.156
H 5.275 -0.517 -0.224
H 5.375 -3.376 -0.245
H 3.853 -4.227 0.052
H 3.938 -3.038 -1.254
H 3.460 -1.776 3.436
H 3.294 -3.443 2.876
H 4.915 -2.738 3.061
H 1.467 -2.258 0.361
H 1.473 -1.521 1.941

Atom charges from the Mulliken analysis, given in e for atoms 1 to 6: atom 1 (P): 0.7963, atom 2 (P): 0.6453, atom 3 (C): -0.6601, atom 4 (C): -0.2466, atom 5 (H): -0.0174, atom 6 (H): 0.5082

=====

No. 5
C6H37NO12 | ωB97M-V with the def2-TZVPD basis set

electronic energy	-32884.203	eV
F_max	4.624	eV/Å
energy above the lowest of the compared OMol25 structures with the same formula, charge and spin	61.7	kJ/mol
LUMO energy	0.0121	hartree

Atoms and positions in Å:
C -0.755 0.269 -0.157
C -1.572 -0.200 -1.359
C -2.257 0.920 -2.128
O -2.557 -1.048 -0.781
C 0.764 0.231 -0.381
N 1.436 -0.157 0.877
C 2.884 -0.354 0.715
C 3.245 -1.735 0.167
H -1.097 1.273 0.158
H -0.966 -0.347 0.697
H -0.935 -0.801 -2.063
H -2.752 0.560 -3.055
H -1.518 1.722 -2.432
H -3.071 1.417 -1.523
H -3.237 -1.318 -1.457
H 1.161 1.234 -0.624
H 1.052 -0.482 -1.251
H 0.965 -1.074 1.229
H 3.302 0.424 0.100
H 3.356 -0.197 1.767
H 4.369 -1.827 0.095
H 2.834 -2.545 0.836
H 2.814 -1.958 -0.791
H -2.985 -0.755 1.554
H -2.239 0.140 2.580
O -2.600 -0.729 2.460
H -0.645 -3.050 0.620
H -1.655 -2.525 -0.438
O -0.959 -3.190 -0.278
H -2.071 2.400 1.876
H -1.897 2.227 3.407
O -1.651 1.799 2.624
H 2.266 -0.781 -3.839
H 1.051 -1.404 -3.061
O 1.377 -0.637 -3.644
H 1.223 2.382 -3.780
H 1.026 0.964 -3.157
O 0.824 1.917 -3.008
H 2.371 -1.455 3.590
H 1.320 -0.435 3.324
O 1.504 -1.238 3.821
H 0.131 -2.233 2.925
H -1.195 -1.776 2.369
O -0.385 -2.254 2.194
H 0.463 3.244 0.446
H 0.280 3.103 -1.128
O 0.013 3.631 -0.335
H 0.715 -3.681 -2.741
H 0.211 -2.843 -1.450
O 0.850 -2.845 -2.191
H 0.015 2.163 2.270
H 1.288 1.571 1.693
O 0.880 2.412 1.909
H -2.947 2.944 -0.063
H -1.580 3.576 0.206
O -2.463 3.346 0.610

Atom charges from the Mulliken analysis, given in e for atoms 1 to 6: atom 1 (C): 2.7553, atom 2 (C): 0.6008, atom 3 (C): -1.4274, atom 4 (O): -0.5724, atom 5 (C): -0.1847, atom 6 (N): 0.3779

=====

No. 6
C10H30N6O4Rb | ωB97M-V with the def2-TZVPD basis set

electronic energy	-28636.969	eV
total charge	+1
F_max	6.049	eV/Å
energy above the lowest of the compared OMol25 structures with the same formula, charge and spin	284.8	kJ/mol
LUMO energy	-0.1267	hartree

Atoms and positions in Å:
Rb -0.526 -2.361 -2.051
C -0.939 0.258 -7.822
O -1.404 0.124 -6.662
N -0.858 1.374 -8.500
N -0.360 -0.728 -8.432
H -0.561 1.282 -9.461
H -1.338 2.181 -8.128
H 0.171 -0.532 -9.268
H -0.763 -1.622 -8.190
C -3.710 -4.070 3.529
O -2.753 -3.680 2.902
N -3.664 -5.219 4.094
N -4.860 -3.456 3.687
H -4.467 -5.640 4.539
H -2.873 -5.832 3.955
H -5.044 -2.505 3.403
H -5.474 -3.925 4.337
C 5.059 -0.810 1.756
C 5.247 -0.519 0.240
C 6.713 -0.121 -0.038
O 6.923 0.040 -1.437
C 8.252 0.464 -1.741
N 4.856 -1.737 -0.473
H 4.995 0.127 2.310
H 5.792 -1.434 2.267
H 4.097 -1.307 1.881
H 4.575 0.204 -0.222
H 7.328 -0.932 0.352
H 6.989 0.793 0.488
H 8.230 0.785 -2.782
H 9.032 -0.271 -1.543
H 8.588 1.346 -1.196
H 5.125 -1.633 -1.441
H 5.375 -2.520 -0.103
C -1.747 3.239 2.151
C -2.954 2.292 2.056
C -4.286 2.776 2.736
O -5.342 1.821 2.387
C -6.518 1.919 3.194
N -3.194 1.868 0.687
H -0.895 2.601 1.914
H -1.631 3.519 3.198
H -1.758 4.091 1.470
H -2.709 1.374 2.590
H -4.508 3.791 2.405
H -4.217 2.710 3.821
H -7.245 1.130 3.004
H -7.119 2.824 3.109
H -6.284 1.659 4.226
H -4.133 1.507 0.603
H -3.215 2.751 0.198

Atom charges from the Mulliken analysis, given in e for atoms 1 to 6: atom 1 (Rb): 0.9841, atom 2 (C): 0.6712, atom 3 (O): -0.6999, atom 4 (N): -0.3978, atom 5 (N): -0.3875, atom 6 (H): 0.1801